A molecular structure, C6H13N at a distorted geometry. Source: the Open Molecules 2025 dataset; level of theory: ωB97M-V with the def2-TZVPD basis set.

The energy above the lowest of the compared OMol25 structures with the same formula, charge and spin is 137.65 kcal per mole. The spin multiplicity is 1. The HOMO-LUMO gap comes out at 7.70 eV. As for the total charge: 0.

Each line ends with the natural charge from an NBO analysis.
Cartesian coordinates (Å):
C (1.894, 0.517, -0.644)  -0.42
C (-3.092, 0.374, -0.214)  -0.42
C (-0.060, -1.805, -0.110)  -0.71
C (2.828, 0.448, 0.533)  -0.64
N (-2.047, 0.056, 0.738)  -0.79
C (-0.191, -0.362, 0.066)  0.28
C (-0.006, 0.861, -0.036)  -0.16
H (-2.020, 0.759, 1.478)  0.33
H (-0.163, 1.912, 0.090)  0.25
H (1.962, 1.440, -1.218)  0.20
H (1.969, -0.319, -1.336)  0.19
H (-4.071, 0.485, 0.277)  0.19
H (-3.188, -0.438, -0.943)  0.18
H (-2.938, 1.310, -0.782)  0.14
H (-0.178, -2.089, -1.159)  0.24
H (-0.850, -2.282, 0.472)  0.28
H (0.910, -2.153, 0.250)  0.24
H (2.688, -0.475, 1.104)  0.20
H (2.675, 1.288, 1.217)  0.21
H (3.879, 0.475, 0.218)  0.21

C14H32O3Si in the gas phase at a distorted geometry. Source: the Open Molecules 2025 dataset; level of theory: ωB97M-V with the def2-TZVPD basis set.

The energy above the lowest of the compared OMol25 structures with the same formula, charge and spin is 39.41 kcal per mole. The spin multiplicity is 1. The HOMO-LUMO gap comes out at 10.64 eV. As for the total charge: 0.

Each line ends with the natural charge from an NBO analysis.
Cartesian coordinates (Å):
C (0.297, -1.708, 3.288)  -0.65
C (0.576, -2.123, 1.861)  -0.06
O (0.632, -1.004, 1.018)  -0.91
Si (0.173, -1.259, -0.642)  2.32
C (0.200, 0.371, -1.668)  -0.93
C (0.412, 1.567, -0.661)  -0.22
C (1.908, 1.922, -0.550)  -0.61
C (-0.437, 2.809, -0.859)  -0.40
C (-1.215, 3.169, 0.367)  -0.07
C (-2.006, 4.410, 0.026)  -0.62
C (-0.345, 3.385, 1.564)  -0.61
C (-2.242, 2.024, 0.588)  -0.61
O (1.291, -2.426, -1.224)  -0.91
C (2.564, -1.945, -1.296)  -0.07
C (3.587, -3.043, -1.499)  -0.62
O (-1.409, -1.828, -0.781)  -0.91
C (-1.654, -3.052, -1.373)  -0.06
C (-2.224, -3.973, -0.331)  -0.63
H (-0.728, -1.286, 3.529)  0.22
H (1.069, -0.998, 3.672)  0.22
H (0.193, -2.507, 4.043)  0.22
H (-0.190, -2.781, 1.484)  0.16
H (1.546, -2.598, 1.631)  0.17
H (-0.737, 0.454, -2.171)  0.25
H (0.834, 0.295, -2.603)  0.23
H (0.056, 1.059, 0.256)  0.22
H (2.466, 1.219, -0.006)  0.21
H (2.342, 2.157, -1.497)  0.20
H (1.999, 2.810, 0.015)  0.20
H (0.196, 3.611, -1.128)  0.20
H (-1.057, 2.826, -1.781)  0.20
H (-1.557, 5.390, 0.314)  0.22
H (-2.599, 4.442, -0.943)  0.22
H (-2.850, 4.414, 0.746)  0.20
H (0.061, 2.442, 1.905)  0.22
H (0.559, 3.982, 1.303)  0.21
H (-0.908, 3.904, 2.295)  0.21
H (-1.858, 1.079, 0.910)  0.21
H (-2.851, 1.849, -0.309)  0.21
H (-2.853, 2.359, 1.403)  0.20
H (2.760, -1.490, -0.281)  0.16
H (2.531, -1.096, -1.976)  0.17
H (4.581, -2.578, -1.638)  0.22
H (3.342, -3.775, -2.250)  0.22
H (3.655, -3.650, -0.539)  0.21
H (-2.356, -2.717, -2.205)  0.17
H (-0.780, -3.463, -1.798)  0.18
H (-3.080, -3.531, 0.269)  0.22
H (-2.512, -4.946, -0.802)  0.21
H (-1.381, -4.174, 0.325)  0.20

3 unconnected molecules or ions with the total composition C25H49BBrN2O8 at a distorted geometry. Source: the Open Molecules 2025 dataset; level of theory: ωB97M-V with the def2-TZVPD basis set.

The spin multiplicity is 1. The HOMO-LUMO gap comes out at 6.20 eV. As for the total charge: -1.

Each line ends with the Löwdin charge.
Cartesian coordinates (Å):
C (-2.263, 4.401, 4.659)  -0.12
C (-1.273, 3.590, 5.577)  -0.25
C (-0.837, 2.242, 4.892)  -0.21
C (-1.385, 0.961, 5.583)  -0.20
C (-2.960, 0.910, 5.589)  -0.20
C (-3.528, 0.167, 4.338)  -0.20
C (-3.761, 1.116, 3.106)  -0.19
C (-3.497, 0.407, 1.724)  -0.08
B (-2.543, 1.291, 0.722)  -0.84
C (-3.352, 2.560, 0.058)  -0.17
N (-4.642, 2.090, -0.544)  -0.04
O (-1.966, 0.588, -0.468)  0.00
C (-0.563, 0.805, -0.442)  -0.32
N (0.190, -0.045, -1.355)  0.01
C (1.646, 0.117, -1.204)  -0.20
C (2.291, -1.316, -1.254)  -0.23
C (3.800, -1.259, -1.691)  -0.11
C (-0.284, 0.749, 1.106)  -0.31
C (-0.269, -0.629, 1.850)  -0.52
Br (1.571, -0.823, 2.653)  0.61
C (-0.552, -1.887, 0.970)  -0.27
C (-1.375, -2.958, 1.801)  -0.11
O (-1.337, 1.602, 1.554)  -0.05
H (-1.884, 4.414, 3.622)  0.08
H (-3.271, 3.936, 4.701)  0.06
H (-2.398, 5.429, 5.067)  0.06
H (-0.359, 4.213, 5.702)  0.09
H (-1.721, 3.412, 6.579)  0.10
H (-1.165, 2.284, 3.831)  0.08
H (0.276, 2.241, 4.864)  0.10
H (-0.969, 0.890, 6.609)  0.10
H (-1.015, 0.087, 5.009)  0.09
H (-3.258, 0.318, 6.488)  0.09
H (-3.381, 1.926, 5.723)  0.09
H (-4.486, -0.319, 4.632)  0.10
H (-2.815, -0.637, 4.068)  0.08
H (-4.852, 1.355, 3.123)  0.10
H (-3.240, 2.086, 3.209)  0.08
H (-4.489, 0.176, 1.261)  0.08
H (-3.058, -0.595, 1.972)  0.06
H (-2.729, 2.920, -0.807)  0.09
H (-3.527, 3.418, 0.746)  0.09
H (-5.145, 2.867, -0.956)  0.03
H (-4.421, 1.399, -1.252)  0.05
H (-0.438, 1.896, -0.688)  0.16
H (-0.061, 0.262, -2.290)  0.08
H (1.952, 0.679, -0.303)  0.11
H (2.055, 0.656, -2.092)  0.10
H (1.701, -1.897, -1.996)  0.10
H (2.226, -1.833, -0.277)  0.06
H (3.835, -1.202, -2.793)  0.05
H (4.261, -0.343, -1.270)  0.07
H (4.341, -2.162, -1.352)  0.06
H (0.602, 1.322, 1.460)  0.10
H (-0.951, -0.625, 2.715)  0.06
H (-1.141, -1.689, 0.062)  0.11
H (0.421, -2.375, 0.769)  0.06
H (-0.750, -3.505, 2.529)  0.06
H (-2.271, -2.479, 2.236)  0.05
H (-1.741, -3.690, 1.042)  0.07
C (1.740, -6.170, -3.162)  -0.02
C (3.133, -5.728, -3.558)  -0.34
C (4.050, -5.480, -2.390)  -0.10
O (4.926, -4.470, -2.892)  0.06
C (4.247, -3.797, -3.856)  -0.57
O (4.604, -2.773, -4.340)  0.15
O (3.103, -4.446, -4.192)  0.09
H (1.155, -5.330, -2.786)  0.10
H (1.206, -6.562, -4.030)  0.08
H (1.772, -6.954, -2.403)  0.09
H (3.572, -6.444, -4.260)  0.16
H (4.611, -6.369, -2.107)  0.14
H (3.532, -5.090, -1.508)  0.14
C (3.570, 2.095, -6.355)  -0.02
C (2.202, 2.505, -5.852)  -0.34
C (2.205, 3.050, -4.448)  -0.11
O (0.910, 2.689, -3.973)  0.07
C (0.517, 1.593, -4.671)  -0.55
O (-0.415, 0.918, -4.389)  0.17
O (1.339, 1.370, -5.730)  0.09
H (3.883, 1.150, -5.909)  0.09
H (3.545, 1.941, -7.436)  0.08
H (4.318, 2.860, -6.140)  0.09
H (1.738, 3.211, -6.548)  0.16
H (2.335, 4.131, -4.423)  0.14
H (2.958, 2.585, -3.805)  0.14

A gas-phase ion, C3H10NOP2 (charge +1) at a distorted geometry. Source: the Open Molecules 2025 dataset; level of theory: ωB97M-V with the def2-TZVPD basis set.

The energy above the lowest of the compared OMol25 structures with the same formula, charge and spin is 61.72 kcal per mole. The spin multiplicity is 1. The HOMO-LUMO gap comes out at 9.07 eV. As for the total charge: +1.

Each line ends with the natural charge from an NBO analysis.
Cartesian coordinates (Å):
H (-4.152, -1.141, -0.725)  0.01
P (-3.506, -0.659, 0.440)  0.55
C (-2.005, -0.615, -0.308)  -0.45
N (-0.906, -0.344, 0.500)  -0.58
C (-0.292, 1.028, 0.363)  -0.29
C (0.988, 0.714, -0.669)  -0.06
O (1.547, -0.580, -0.451)  -0.83
P (2.716, -1.123, 0.640)  0.67
H (-1.686, -0.651, -1.312)  0.23
H (-0.057, -0.979, 0.449)  0.47
H (-1.198, -0.362, 1.503)  0.44
H (0.269, 1.350, 1.247)  0.25
H (-0.889, 1.675, -0.355)  0.26
H (0.602, 1.028, -1.598)  0.21
H (1.707, 1.543, -0.348)  0.20
H (3.732, -1.051, -0.428)  -0.01
H (3.130, 0.168, 1.052)  -0.06

| no. | HOMO level (eV) |
| --- | --- |
| 1 | -6.718 |
| 2 | -9.837 |
| 3 | -4.032 |
| 4 | -13.635 |